Computed, not measured: C12H17BCuN6O2 as an isolated structure, with ωB97M-V/def2-TZVPD.

Structure (XYZ):
```
39
Properties=species:S:1:pos:R:3:forces:R:3:lowdin_charge:R:1
C -2.428113 0.911672 -1.589721 0.07 -0.67 -0.52 -0.085
N -1.434806 0.274210 -0.955187 -0.17 0.08 -0.06 0.003
N -1.349727 -0.988508 -1.519955 0.08 0.24 0.25 -0.014
C -2.244880 -1.108913 -2.519184 -0.04 1.15 0.52 -0.011
C -2.949150 0.088136 -2.602731 0.34 -0.11 0.33 0.000
B -0.456951 -2.107164 -0.935727 0.53 0.79 -0.96 -0.477
N 1.032029 -1.705702 -1.048914 0.21 0.02 0.08 -0.025
N 1.576994 -0.625927 -0.367140 -0.32 -0.55 -0.17 -0.008
C 2.908921 -0.705084 -0.535830 -0.45 -0.43 -0.44 -0.078
C 3.219349 -1.789163 -1.377534 -0.57 0.07 0.15 -0.001
C 2.004374 -2.399711 -1.671961 0.37 0.89 0.58 -0.019
Cu 0.084674 0.593494 0.425835 1.20 -0.21 -0.69 0.617
N -0.777673 -2.164815 0.580329 -1.05 -2.51 1.35 0.070
N -0.603399 -1.053376 1.376196 -0.53 -0.18 3.39 0.054
C -0.938010 -1.388131 2.623739 0.79 1.47 -1.80 0.009
C -1.349501 -2.732933 2.640443 -0.24 -0.41 0.70 0.141
C -1.231592 -3.188245 1.326841 0.89 1.27 -2.50 0.080
H -0.874478 -0.686738 3.442305 0.00 -0.06 -0.10 0.135
H -1.431226 -4.138193 0.870488 -0.08 -0.26 0.02 0.160
H -1.683391 -3.284570 3.486638 -0.20 -0.35 0.45 0.143
H -0.671145 -3.160832 -1.465281 0.02 0.21 0.19 0.138
H 1.764635 -3.248776 -2.286520 0.04 -0.11 0.01 0.139
H -2.302785 -2.012515 -3.099213 -0.08 -0.08 0.00 0.142
H 4.184346 -2.071940 -1.744866 0.22 -0.07 0.03 0.114
H -3.710826 0.343402 -3.309844 -0.22 0.02 -0.09 0.115
H 3.611795 -0.033512 -0.052017 -0.38 0.05 -0.18 0.123
H -2.765721 1.906318 -1.317526 0.26 -0.26 -0.09 0.111
H 2.047487 1.998921 1.369774 -0.04 -0.29 0.10 -0.014
C 2.641572 2.889086 1.130369 0.11 0.40 -0.17 0.002
H 3.695898 2.595744 1.090631 -0.29 0.02 -0.02 0.051
H 2.330095 3.295353 0.162719 0.18 -0.05 0.16 0.034
H 2.494750 3.641006 1.914111 -0.01 -0.26 -0.18 0.058
C -0.779693 3.762717 0.163949 -0.04 -0.24 0.04 0.052
O -0.609049 3.236237 1.577376 0.78 -3.31 -2.17 0.014
C -0.308871 1.903102 1.767770 -1.85 3.42 5.25 -0.273
O -0.219058 1.457157 2.901135 0.31 0.28 -4.66 0.203
H -0.886233 4.845137 0.306551 0.07 -0.46 0.00 0.122
H -1.688378 3.326978 -0.288731 0.47 0.31 0.55 0.077
H 0.097739 3.526077 -0.469319 -0.36 0.16 0.65 0.097
```
Positions in Å, forces in eV/Å.

Values from the calculation:
HOMO-LUMO gap (spin up / spin down) = 4.71 / 4.16 eV
<S²> = 0.7615
2S+1 = 2
charge = +2
E_LUMO (spin up / spin down) = -10.963 / -11.347 eV

Computed, not measured: the molecule C2H2F2S, with ωB97M-V/def2-TZVPD.

Structure (XYZ):
```
7
Properties=species:S:1:pos:R:3:forces:R:3:lowdin_charge:R:1
C 0.969354 -0.070136 1.233599 -0.37 -1.34 -2.10 -0.482
C -1.260440 -0.061926 -1.375661 -0.75 0.28 3.48 -0.402
F 1.199750 -0.919615 2.245059 -0.11 0.41 0.20 -0.070
F -0.485295 0.310026 -2.312644 1.60 0.65 -2.09 -0.031
S -0.529579 -0.295795 0.432911 1.02 0.37 0.85 0.883
H 1.955789 0.203161 0.773497 -1.18 0.25 0.36 0.088
H -1.849579 0.834285 -0.996761 -0.21 -0.62 -0.70 0.014
```
Positions in Å, forces in eV/Å.

Values from the calculation:
HOMO-LUMO gap (spin up / spin down) = 7.37 / 8.08 eV
charge = 0
E_LUMO (spin up / spin down) = -1.118 / -0.796 eV

Computed, not measured: a 2-piece molecular cluster, C2H7N4 overall, with ωB97M-V/def2-TZVPD.

Structure (XYZ):
```
13
Properties=species:S:1:pos:R:3:forces:R:3:lowdin_charge:R:1
C 1.389445 -0.863050 0.741000 3.18 -0.14 2.06 0.051
C 0.925216 -0.269865 -0.319094 0.29 1.62 0.61 -0.207
N -3.258479 0.412452 0.706482 0.67 -1.77 -0.61 0.241
N -2.450483 -0.213776 0.206507 -5.77 3.38 3.15 -0.261
N -1.428823 -0.467832 -0.309120 4.43 -3.65 -3.43 0.031
N 0.456436 1.178143 -0.438968 2.85 1.31 2.40 0.173
H 1.981849 -1.833912 0.732206 -1.60 0.93 -0.61 0.120
H 1.675306 -0.374858 1.691551 -0.83 0.15 -0.49 0.090
H 0.788131 -0.826348 -1.160957 -0.20 -0.81 -2.58 0.079
H -1.207111 -1.457196 -0.632291 -1.20 1.52 0.88 0.152
H -0.387322 1.305939 -0.973569 -0.65 -0.37 -0.06 0.128
H 1.175015 1.886907 -0.811027 -0.78 -1.67 0.30 0.206
H 0.340819 1.523390 0.567285 -0.39 -0.50 -1.62 0.196
```
Positions in Å, forces in eV/Å.

Values from the calculation:
HOMO-LUMO gap = 10.27 eV
charge = +1
E_LUMO = -3.850 eV

Computed, not measured: a 2-piece molecular cluster, C4H7NO2 overall, with ωB97M-V/def2-TZVPD.

Structure (XYZ):
```
14
Properties=species:S:1:pos:R:3:forces:R:3:lowdin_charge:R:1
C -2.206509 -0.691345 -0.200088 1.05 -0.71 -0.62 0.187
N -0.272547 -0.127546 -0.054369 -1.49 0.11 0.17 0.080
C -0.567783 0.905660 0.725902 -0.20 0.46 0.37 -0.370
O -1.742954 1.120045 1.018265 0.65 0.50 0.38 -0.012
C 0.992220 -0.523760 -0.524892 -0.42 -0.17 -0.09 -0.491
O 1.101799 -1.486058 -1.252272 -0.01 0.35 0.26 0.070
C 2.199048 0.306463 -0.082497 -0.13 -0.03 0.01 -0.014
H -3.132035 -0.144658 -0.018969 0.80 0.30 0.05 0.058
H -2.019232 -0.886935 -1.234206 -0.10 -0.41 -0.37 0.045
H -2.074871 -1.534958 0.453815 0.03 -0.17 0.00 0.060
H 0.215551 1.561473 1.114387 0.17 -0.03 -0.05 0.135
H 2.103512 1.348243 -0.412047 -0.02 -0.22 0.05 0.084
H 3.097223 -0.129621 -0.526594 -0.24 0.04 0.06 0.083
H 2.301263 0.305542 1.009842 -0.07 -0.02 -0.22 0.084
```
Positions in Å, forces in eV/Å.

Values from the calculation:
HOMO-LUMO gap = 9.92 eV
charge = 0
E_LUMO = 0.046 eV

Sequential relative energy (zero: lowest compared OMol25 entry of this formula, charge and spin) output: 10.96 95.80 120.60 74.87 kcal per mole
Sequential E output: -2611.10410 -675.14513 -299.02986 -361.76155 Ha